DFT (ωB97M-V/def2-TZVPD) results for C23H38BF2N8O7PRuS as an isolated structure in a non-equilibrium geometry.

Structure (XYZ):
```
82
Properties=species:S:1:pos:R:3:forces:R:3
Ru -0.594780 0.500181 0.418544 0.5335 0.5415 1.8461
C 3.365195 0.726271 4.142840 -0.0283 -0.0530 -0.1013
N 2.891352 0.424301 2.795995 0.1773 0.0552 0.0110
C 3.718850 -0.462297 1.991247 0.0122 0.0532 -0.0090
C 1.786295 0.976272 2.253378 0.0969 0.3206 0.1514
N 1.505341 1.013527 0.993196 -0.6466 -0.8968 -0.4303
N 0.924463 1.555867 3.169704 -0.1569 0.0082 -0.0344
C -0.245281 2.254185 2.881426 0.2115 0.1221 0.1496
N -0.863570 2.725339 3.996420 0.1239 0.0601 -0.0561
N -0.641994 2.455252 1.678898 -0.1417 -0.4018 -0.2868
H 4.452517 0.710107 4.142898 0.0325 -0.0089 -0.0097
H 3.014692 -0.008940 4.872654 -0.0181 -0.0053 -0.0041
H 3.059057 1.723548 4.449445 -0.0088 0.0237 -0.0147
H 4.187005 -1.193275 2.649092 -0.0038 0.0143 -0.0132
H 4.501515 0.077407 1.449252 -0.0231 -0.0090 0.0238
H 3.097275 -1.000658 1.276341 -0.0043 0.0026 0.0469
H 2.262538 0.708214 0.403289 0.1974 -0.1484 0.0796
H 0.999489 1.213747 4.109939 -0.0902 -0.1238 0.0615
H -0.502361 2.577152 4.920939 0.0154 0.0099 -0.0428
H -1.773434 3.134964 3.910947 -0.0949 -0.0182 0.0144
H -1.465707 3.040934 1.636340 -0.1869 -0.0277 0.1164
F -1.649740 -1.796725 -1.821120 0.2421 -0.1718 0.2960
B -1.384493 -1.530385 -3.072967 -0.4790 0.3412 -0.1295
F -2.246870 -1.915149 -3.995781 0.3727 0.1188 -0.0402
C -4.328649 -2.948684 1.903041 0.0479 0.0122 0.0042
C -3.321155 -1.961930 1.358434 0.0544 -0.1705 0.0875
O -2.029478 -2.298620 1.904334 -0.0577 -0.1649 0.0160
P -0.852977 -1.197829 2.010337 -0.1746 1.2820 -1.2292
O -1.028730 -0.628093 3.513058 -0.0345 -0.0799 0.1605
C -1.324869 -1.505870 4.623034 0.0621 0.0322 -0.0894
C -2.587456 -1.033127 5.301598 -0.0198 0.0504 0.0600
O 0.380037 -2.208814 2.305731 0.1411 -0.0588 0.0000
C 0.867883 -3.027257 1.230579 -0.0787 -0.0108 0.0790
C 0.352200 -4.445046 1.348928 0.0055 -0.0435 0.0472
H -5.297330 -2.789244 1.424872 0.0396 -0.0135 0.0520
H -4.446087 -2.834272 2.982978 0.0001 -0.0224 -0.0639
H -4.000536 -3.969246 1.696968 -0.0575 0.0373 0.0051
H -3.580732 -0.940569 1.629663 -0.0518 0.0790 0.0377
H -3.263084 -2.018667 0.272746 0.0277 0.0688 -0.0534
H -0.470454 -1.468188 5.300810 0.0152 -0.0397 0.0093
H -1.432825 -2.529716 4.268236 0.0146 0.0027 -0.0232
H -2.438802 -0.061726 5.778895 -0.0352 -0.0368 -0.0463
H -2.889720 -1.750025 6.067324 -0.0110 0.0504 -0.0048
H -3.393077 -0.937130 4.571797 0.0006 -0.0456 0.0395
H 1.955251 -3.011546 1.306089 0.0411 0.0120 -0.0335
H 0.582509 -2.574881 0.274493 -0.0021 0.0193 -0.0309
H 0.681465 -4.884439 2.293171 -0.0355 0.0054 -0.0703
H 0.741297 -5.056022 0.529642 -0.0273 0.0416 0.0606
H -0.737164 -4.461260 1.320890 0.0490 -0.0007 -0.0274
O -0.263683 -0.835689 -3.484811 -0.5107 -0.4316 -0.4748
C 0.710854 -0.275557 -2.743554 0.6001 -0.7351 -1.8472
O 0.552801 0.156559 -1.658947 -0.5175 0.8273 2.0262
C 2.014137 -0.239689 -3.450435 0.0965 -0.0078 -0.0373
C 2.160195 -0.569387 -4.791873 -0.0830 -0.0363 -0.1717
C 3.414007 -0.521627 -5.385025 -0.1451 -0.0538 -0.1681
C 4.529427 -0.169538 -4.644872 0.2267 0.0200 -0.1345
C 4.362624 0.138321 -3.310348 -0.0004 0.0662 0.1850
C 3.125887 0.122584 -2.707528 0.1176 0.0469 0.2745
N 5.546570 0.495886 -2.489877 -0.0664 -0.0193 -0.1430
O 6.596376 0.645723 -3.070225 -0.0082 -0.0181 0.0000
O 5.383108 0.612391 -1.291634 -0.0832 0.0034 0.0399
H 1.288696 -0.852753 -5.367994 0.0751 -0.0068 -0.0079
H 3.520543 -0.764352 -6.434509 0.0094 -0.0021 0.0570
H 5.517629 -0.130622 -5.084676 -0.0651 -0.0153 0.0242
H 3.028814 0.376723 -1.665051 0.0202 0.0139 0.0507
C -0.193510 4.079514 -3.059963 0.0745 -0.1278 -0.0084
C -1.352521 3.136060 -3.055293 0.1766 0.1756 -0.0762
C -2.230241 2.957535 -4.080690 0.0606 0.1273 -0.3435
C -3.281962 2.040531 -3.905442 -0.1411 -0.0144 0.2395
N -3.501827 1.432285 -2.748523 0.1353 0.0086 0.2385
C -2.670684 1.652182 -1.711285 -0.2722 0.0686 0.0425
S -2.958656 1.063790 -0.131495 0.4500 -0.6233 -0.6396
N -1.565761 2.436619 -1.924283 -0.1768 -0.0960 -0.0503
C -4.219018 1.731534 -5.025456 0.0381 -0.0181 -0.0460
H -0.155911 4.646028 -3.987364 -0.0103 -0.0424 0.0262
H 0.746833 3.533864 -2.939412 -0.0502 0.0218 -0.0155
H -0.279408 4.774091 -2.223003 0.0034 0.0171 -0.0228
H -2.116017 3.508491 -5.006051 0.0080 -0.0686 0.0909
H -0.915262 2.520854 -1.150922 0.0075 0.1080 0.2519
H -4.430988 2.624686 -5.613181 -0.0006 -0.0268 -0.0013
H -5.139163 1.308428 -4.634090 -0.0101 -0.0031 0.0045
H -3.758793 0.996859 -5.692725 -0.0049 0.0292 0.0258
```
Forces are in eV/Å.

gap between HOMO and LUMO (alpha / beta): 5.7 / 6.0 eV
2S+1: 2
net charge: +1
LUMO level (alpha / beta): -2.99 / -3.01 eV
energy relative to the best compared isomer or geometry (same formula, charge and spin): 0.0 kcal per mole
E_HOMO (alpha / beta): -8.7 / -9.0 eV
max |F|: 0.044 Eh/bohr

=====

DFT (ωB97M-V/def2-TZVPD) results for C16H31NP2Sn as an isolated structure in a non-equilibrium geometry.

Structure (XYZ):
```
51
Properties=species:S:1:pos:R:3:forces:R:3
P 1.257033 0.885717 -1.216196 2.6166 0.8030 1.4196
P -0.201262 -1.962834 0.312435 1.8720 -1.4417 1.8174
C 2.069399 -0.653226 -0.574591 -0.3018 -0.1771 -0.1369
C 1.266209 -1.920023 -0.819250 -0.0918 -0.2496 -0.5943
H 2.252983 -0.514658 0.515135 0.0187 0.0997 -0.7652
H 3.043315 -0.706110 -1.097613 -0.3464 0.0469 0.2941
H 0.947347 -2.031661 -1.874322 0.4137 0.0900 0.6284
H 1.871118 -2.797829 -0.554623 -0.1784 0.1905 -0.1966
C 0.715061 -2.957017 1.608776 -0.2110 0.2612 0.0175
H -0.001731 -3.315131 2.364208 0.3399 0.1691 -0.1442
H 1.524334 -2.393146 2.081491 -0.0705 -0.3184 -0.0586
H 1.116213 -3.824142 1.067807 -0.0301 0.2058 0.3752
C -1.336720 -3.354345 -0.011962 -0.6621 -0.2612 -0.3541
H -1.001472 -4.261778 0.523363 -0.0343 0.5760 -0.3240
H -1.422249 -3.565812 -1.090083 -0.1087 0.0721 0.5724
H -2.320027 -3.052328 0.371097 0.0662 -0.2570 -0.3028
C 2.708003 1.962143 -0.836380 -0.1795 0.1257 -0.2908
H 2.494154 2.998899 -1.127321 0.1771 -0.1937 0.0330
H 3.580598 1.594006 -1.398126 -0.2618 0.2248 0.1970
H 2.927627 1.936040 0.240990 -0.0682 -0.0724 -0.3949
C 1.260714 0.906070 -3.036783 -0.3953 0.0147 -0.0815
H 0.851290 -0.014711 -3.465190 0.1774 0.2933 0.0617
H 2.288532 1.047856 -3.385121 -0.1153 -0.0256 0.0876
H 0.648087 1.758456 -3.352747 0.1223 -0.1617 -0.1274
Sn -1.323949 -1.461588 -3.042846 -2.6334 0.3797 -0.0214
C -0.531355 -0.343433 2.062911 -3.1320 -1.0761 -2.6932
C 0.624390 0.134867 2.602935 1.4824 -0.5725 0.6810
C 0.559674 1.351599 3.425590 0.8730 1.5006 0.1615
C 0.056109 2.616348 2.679681 0.0430 0.1395 0.5853
C 0.507692 2.698844 1.270573 0.6777 0.6057 -0.3343
C -0.113380 2.216162 0.122863 -0.3636 -0.5016 -0.9788
C -1.357262 1.331741 0.143344 -0.3824 0.5820 -0.4375
C -1.642262 0.512259 1.412195 -0.3982 -0.0040 0.5560
C -2.499353 0.304691 -3.676400 0.8145 -0.1778 0.0934
H -0.947866 -1.276079 2.498293 0.3883 0.4261 -0.1762
H 1.478534 -0.549893 2.692582 -0.4110 0.3859 0.3888
H 1.547163 1.598615 3.846585 -0.3544 -0.3588 -0.0794
H -0.132666 1.190355 4.258380 0.1819 -0.1500 0.1180
H -1.024950 2.669760 2.763028 -0.0098 0.2012 -0.0945
H 0.480286 3.494472 3.202839 -0.3719 -0.4388 -0.2014
H 1.401607 3.325820 1.171188 -0.3835 -0.1708 -0.3952
H -0.037129 2.902634 -0.759517 -0.0549 -0.5394 0.6836
H -1.331592 0.678699 -0.761436 -0.1799 0.2787 0.7237
H -2.219643 2.007768 -0.037603 0.2259 -0.4481 0.2749
H -2.064407 1.201243 2.154708 0.0883 -0.2874 0.0522
H -2.472530 -0.157928 1.157057 0.1740 0.0663 0.1087
H -2.707736 0.069672 -4.738199 -0.2181 0.3787 0.4482
H -1.893830 1.222625 -3.623576 -0.2155 -0.2029 -0.2530
H -3.396455 0.416729 -3.054266 0.2422 -0.1481 -0.4910
N -4.233095 -2.017868 -1.177871 2.1744 0.3349 -1.3366
C -3.264548 -1.902552 -1.838034 -1.0058 -0.2177 0.8849
```
Forces are in eV/Å.

gap between HOMO and LUMO (alpha / beta): 5.8 / 6.0 eV
2S+1: 1
net charge: +2
LUMO level (alpha / beta): -8.91 / -8.70 eV
energy relative to the best compared isomer or geometry (same formula, charge and spin): 47.4 kcal per mole
E_HOMO (alpha / beta): -14.7 / -14.7 eV
max |F|: 0.083 Eh/bohr